Here is a structure of composition C2H28F6LiNO18S2 at a distorted geometry from the Open Molecules 2025 dataset. Energies are from ωB97M-V with the def2-TZVPD basis set.

The geometry in XYZ format:
```
58
Properties=species:S:1:pos:R:3:mulliken_charge:R:1
Li 0.589 1.581 -2.308 0.810
C -0.749 2.391 1.289 0.731
F 0.222 3.282 1.099 -0.192
F -0.254 1.368 1.975 -0.185
F -1.769 2.905 1.922 -0.212
S -1.337 1.723 -0.337 0.929
O -2.625 1.199 -0.110 -0.608
O -1.258 2.792 -1.294 -0.775
N -0.163 0.607 -0.741 -0.289
S -0.818 -0.875 -0.506 0.808
O -1.325 -1.123 0.807 -0.760
O -1.696 -1.228 -1.575 -0.522
C 0.647 -1.963 -0.708 0.522
F 1.609 -1.616 0.143 -0.160
F 0.242 -3.184 -0.431 -0.078
F 1.118 -1.928 -1.961 -0.240
O 3.325 3.094 2.473 -0.645
H 4.043 2.570 2.841 0.304
H 2.962 2.548 1.760 0.416
O -5.514 1.594 -0.635 -0.621
H -5.932 1.920 0.169 0.315
H -4.646 1.279 -0.355 0.400
O -0.379 -2.083 3.256 -0.654
H 0.177 -2.823 2.991 0.328
H -0.781 -1.747 2.440 0.491
O -0.087 6.002 -1.012 -0.633
H -0.361 5.379 -0.329 0.315
H 0.408 6.679 -0.538 0.311
O 0.068 -5.772 0.505 -0.622
H 0.557 -5.106 1.015 0.324
H -0.850 -5.665 0.771 0.325
O 4.073 -2.057 -2.252 -0.601
H 3.346 -2.595 -2.590 0.311
H 4.535 -1.730 -3.033 0.288
O 4.662 -0.970 0.409 -0.655
H 4.155 -0.154 0.468 0.348
H 4.191 -1.497 -0.254 0.279
O -4.247 -2.627 -2.812 -0.619
H -3.642 -1.877 -2.822 0.338
H -4.585 -2.641 -1.911 0.302
O -0.259 -5.146 -3.212 -0.613
H 0.559 -4.858 -2.797 0.282
H -0.525 -5.922 -2.705 0.322
O 2.590 1.207 0.327 -0.558
H 3.034 1.567 -0.452 0.347
H 1.642 1.215 0.116 0.140
O -3.897 4.236 0.274 -0.585
H -3.692 3.314 0.080 0.298
H -4.086 4.622 -0.588 0.312
O 2.058 0.482 -3.156 -0.485
H 1.993 0.312 -4.104 0.281
H 2.697 -0.160 -2.816 0.200
O 1.650 -4.273 2.397 -0.682
H 2.475 -3.830 2.164 0.291
H 1.665 -4.331 3.360 0.319
O -1.678 4.492 4.683 -0.630
H -1.987 5.401 4.616 0.315
H -2.152 4.023 3.990 0.324
```

Its HOMO-LUMO gap is 9.435 eV. Its electronic energy is -79054.6452 eV. Its lowest unoccupied orbital energy is -1.362 eV.

Here is a cluster of 9 separate species, C43H76BrFN10O5 in total from the Open Molecules 2025 dataset. Energies are from ωB97M-V with the def2-TZVPD basis set.

The geometry in XYZ format:
```
136
Properties=species:S:1:pos:R:3:mulliken_charge:R:1
C 1.275 4.093 -0.869 -0.677
O 1.822 3.207 0.098 -0.560
C 1.529 1.832 -0.092 -1.102
C 0.170 1.488 0.515 1.084
O -0.759 1.532 -0.598 -0.474
C -2.088 1.890 -0.288 0.662
C -3.067 0.998 -1.074 -0.304
C -3.750 -0.017 -0.219 0.474
O -3.249 -0.795 0.518 -0.442
F -5.095 -0.010 -0.352 -0.241
C 0.034 0.118 1.260 -1.032
C -0.726 0.258 2.591 -0.988
C -0.057 1.225 3.596 -0.866
C -0.924 2.448 3.854 -0.598
Br 0.042 3.820 4.828 -0.186
N 1.282 -0.592 1.538 0.115
C 1.745 -1.455 0.485 -0.547
O 3.162 -1.228 0.312 -0.225
N 3.455 -1.201 -1.059 0.194
O 4.380 -0.529 -1.290 -0.327
H 0.734 3.589 -1.672 0.241
H 2.059 4.708 -1.329 0.294
H 0.613 4.806 -0.371 0.342
H 1.513 1.591 -1.162 0.488
H 2.351 1.293 0.375 0.224
H -0.092 2.303 1.195 0.114
H -2.256 2.924 -0.619 -0.348
H -2.287 1.865 0.786 0.080
H -3.797 1.595 -1.620 -0.053
H -2.484 0.443 -1.816 0.380
H -0.580 -0.536 0.635 0.811
H -0.701 -0.739 3.038 0.345
H -1.780 0.503 2.428 0.521
H 0.919 1.533 3.206 0.367
H 0.137 0.707 4.537 0.512
H -1.810 2.157 4.418 0.479
H -1.260 2.904 2.922 0.143
H 2.016 0.007 1.886 0.418
H 1.611 -2.507 0.772 0.342
H 1.219 -1.304 -0.463 0.314
C 3.250 -1.826 -6.548 -1.272
C 4.336 -1.280 -5.633 -0.035
C 3.823 -0.217 -4.657 -0.026
C 3.270 0.945 -5.355 0.138
N 2.841 1.856 -5.912 -0.501
H 2.839 -1.044 -7.190 0.446
H 3.653 -2.606 -7.193 0.334
H 2.434 -2.261 -5.969 0.308
H 5.144 -0.859 -6.236 0.339
H 4.755 -2.098 -5.050 -0.156
H 4.629 0.122 -4.006 0.268
H 3.039 -0.637 -4.023 0.154
C 2.196 -5.455 3.300 -0.935
C 3.188 -4.836 4.277 -0.576
C 2.509 -3.973 5.347 0.266
C 1.760 -2.868 4.748 0.272
N 1.175 -1.999 4.269 -0.389
H 1.657 -4.686 2.743 0.201
H 2.715 -6.084 2.575 0.342
H 1.469 -6.073 3.826 0.228
H 3.910 -4.226 3.728 0.335
H 3.747 -5.626 4.779 0.330
H 3.249 -3.558 6.033 0.363
H 1.811 -4.577 5.927 -0.438
C -0.976 -4.286 8.042 -1.068
C -1.879 -5.330 7.392 -0.186
C -1.331 -6.755 7.516 -0.569
C -0.035 -6.861 6.847 0.341
N 0.986 -6.862 6.315 -0.495
H 0.005 -4.252 7.564 0.095
H -1.415 -3.292 7.956 0.363
H -0.828 -4.496 9.104 0.329
H -2.011 -5.091 6.339 0.121
H -2.865 -5.300 7.855 0.404
H -2.017 -7.466 7.055 0.310
H -1.209 -7.031 8.564 0.337
C -3.777 7.691 -3.385 -1.281
C -3.854 6.172 -3.311 -0.146
C -3.509 5.621 -1.924 0.341
C -2.141 5.953 -1.518 0.183
N -1.064 6.223 -1.214 -0.474
H -2.765 8.052 -3.191 0.357
H -4.065 8.037 -4.377 0.378
H -4.448 8.155 -2.660 0.301
H -3.180 5.735 -4.051 0.345
H -4.861 5.832 -3.558 0.077
H -3.604 4.533 -1.921 -0.323
H -4.195 6.018 -1.173 0.311
C 8.158 -4.321 -3.870 -1.112
C 7.481 -4.056 -2.530 -0.370
C 6.176 -4.841 -2.356 -0.426
C 5.198 -4.483 -3.385 0.292
N 4.451 -4.186 -4.210 -0.459
H 7.527 -4.006 -4.703 0.303
H 9.095 -3.769 -3.940 0.340
H 8.382 -5.382 -3.995 0.302
H 7.275 -2.989 -2.428 0.246
H 8.156 -4.329 -1.718 0.325
H 5.731 -4.637 -1.381 0.257
H 6.361 -5.915 -2.420 0.306
C -4.609 -5.141 2.250 -1.147
C -5.557 -4.430 3.209 -0.422
C -4.937 -4.196 4.591 -0.329
C -4.577 -5.458 5.241 0.250
N -4.282 -6.453 5.737 -0.469
H -4.350 -6.136 2.614 0.385
H -5.074 -5.259 1.271 0.330
H -3.686 -4.574 2.118 0.277
H -6.474 -5.011 3.319 0.299
H -5.839 -3.461 2.792 0.299
H -5.634 -3.668 5.243 0.335
H -4.034 -3.588 4.505 0.227
C 4.024 6.506 -4.392 -1.044
C 5.013 7.003 -3.345 -0.431
C 4.382 7.971 -2.336 -0.243
C 3.862 9.163 -3.010 0.212
N 3.470 10.095 -3.560 -0.422
H 3.635 7.329 -4.994 0.360
H 4.504 5.801 -5.070 0.331
H 3.178 6.000 -3.923 0.206
H 5.851 7.497 -3.840 0.305
H 5.423 6.152 -2.797 0.297
H 5.121 8.288 -1.600 0.305
H 3.561 7.489 -1.801 0.129
C -6.806 1.794 -2.154 -0.802
C -8.165 2.082 -2.783 -0.586
C -8.076 2.593 -4.226 -0.544
C -7.340 3.856 -4.303 0.303
N -6.751 4.844 -4.340 -0.481
H -6.199 2.700 -2.088 0.119
H -6.932 1.407 -1.147 0.328
H -6.255 1.052 -2.734 0.331
H -8.702 2.814 -2.178 0.327
H -8.762 1.168 -2.781 0.346
H -9.072 2.759 -4.638 0.323
H -7.570 1.862 -4.861 0.274
```

Its HOMO-LUMO gap is 8.701 eV. Its electronic energy is -143717.1441 eV. Its SMILES is COC[C@@H](OCCC(=O)F)[C@H](CCCBr)NCON=O.CCCC#N.CCCC#N.CCCC#N.CCCC#N.CCCC#N.CCCC#N.CCCC#N.CCCC#N. Its lowest unoccupied orbital energy is -0.001 eV.